(1)
{"formula": "C48H60N12O4P", "method": "ωB97M-V/def2-TZVPD", "lumo_energy_ev": 6.33, "orbital_gap_ev": 7.52, "homo_ev": -1.2, "e_above_lowest_kj_mol": 659.66, "molar_mass_g_mol": 900.06, "total_charge": -3, "elements": ["P", "O", "O", "O", "O", "N", "C", "C", "C", "C", "H", "H", "H", "H", "H", "N", "C", "C", "C", "C", "H", "H", "H", "H", "H", "N", "C", "C", "C", "C", "H", "H", "H", "H", "H", "N", "C", "C", "C", "C", "H", "H", "H", "H", "H", "N", "C", "C", "C", "C", "H", "H", "H", "H", "H", "N", "C", "C", "C", "C", "H", "H", "H", "H", "H", "N", "C", "C", "C", "C", "H", "H", "H", "H", "H", "N", "C", "C", "C", "C", "H", "H", "H", "H", "H", "N", "C", "C", "C", "C", "H", "H", "H", "H", "H", "N", "C", "C", "C", "C", "H", "H", "H", "H", "H", "N", "C", "C", "C", "C", "H", "H", "H", "H", "H", "N", "C", "C", "C", "C", "H", "H", "H", "H", "H"], "coordinates": [[-6.59, -51.37, 45.78], [-6.30, -52.09, 47.07], [-8.11, -51.65, 45.35], [-5.85, -51.89, 44.65], [-6.35, -49.94, 46.02], [-7.90, -47.97, 46.65], [-7.31, -46.64, 46.77], [-8.43, -45.87, 47.06], [-9.67, -46.73, 47.29], [-9.31, -47.98, 46.83], [-7.19, -48.69, 46.19], [-6.34, -46.33, 46.72], [-8.13, -44.63, 47.13], [-10.66, -46.42, 47.69], [-9.78, -49.05, 46.82], [-3.88, -52.48, 47.81], [-3.30, -51.69, 48.86], [-2.04, -52.20, 49.16], [-1.90, -53.42, 48.24], [-3.02, -53.54, 47.42], [-4.82, -52.41, 47.33], [-3.84, -50.83, 49.46], [-1.46, -52.11, 50.01], [-1.23, -54.09, 48.39], [-3.40, -54.26, 46.70], [-4.84, -48.69, 47.60], [-3.42, -48.45, 47.46], [-2.98, -47.74, 48.59], [-4.18, -47.91, 49.48], [-5.23, -48.39, 48.82], [-5.31, -49.15, 46.70], [-2.72, -48.59, 46.60], [-2.11, -47.51, 48.86], [-4.20, -47.60, 50.49], [-6.24, -48.53, 49.04], [-7.04, -51.71, 49.48], [-6.53, -52.17, 50.66], [-7.22, -51.80, 51.74], [-8.17, -50.74, 51.17], [-8.08, -50.74, 49.83], [-6.85, -51.97, 48.33], [-5.85, -53.02, 50.68], [-7.06, -51.98, 52.81], [-8.84, -50.29, 51.58], [-8.52, -50.32, 48.90], [-3.43, -51.18, 44.09], [-2.53, -50.94, 45.11], [-1.39, -50.55, 44.52], [-1.59, -50.81, 43.02], [-2.95, -51.15, 42.84], [-4.36, -51.43, 44.41], [-2.67, -51.05, 46.19], [-0.46, -50.42, 44.87], [-0.82, -50.43, 42.24], [-3.52, -51.41, 42.08], [-9.03, -53.62, 44.26], [-8.43, -54.27, 43.28], [-9.31, -55.24, 42.77], [-10.46, -55.13, 43.57], [-10.37, -54.14, 44.54], [-8.82, -52.67, 44.63], [-7.44, -53.83, 42.97], [-8.97, -55.84, 41.97], [-11.40, -55.69, 43.28], [-10.91, -53.59, 45.26], [-6.73, -54.47, 47.66], [-7.72, -55.17, 47.25], [-7.46, -56.57, 47.24], [-6.09, -56.59, 47.84], [-5.73, -55.34, 48.14], [-6.61, -53.39, 47.50], [-8.49, -54.47, 46.82], [-7.96, -57.20, 46.81], [-5.36, -57.51, 47.93], [-4.77, -55.10, 48.59], [-10.17, -51.55, 46.75], [-10.11, -52.15, 47.91], [-11.24, -51.69, 48.68], [-12.16, -50.79, 47.75], [-11.37, -50.86, 46.56], [-9.23, -51.58, 46.15], [-9.27, -52.87, 48.27], [-11.38, -51.71, 49.69], [-13.00, -50.21, 47.93], [-11.31, -50.30, 45.66], [-6.35, -51.57, 42.13], [-6.72, -50.34, 41.42], [-6.70, -50.67, 40.23], [-5.93, -52.12, 40.03], [-5.79, -52.46, 41.26], [-6.48, -51.58, 43.16], [-7.09, -49.56, 42.14], [-6.99, -49.96, 39.33], [-5.90, -52.56, 39.25], [-5.42, -53.64, 41.69], [-4.69, -54.16, 44.05], [-3.45, -54.52, 43.53], [-3.29, -55.87, 43.62], [-4.64, -56.41, 44.25], [-5.46, -55.34, 44.46], [-5.20, -53.30, 44.04], [-2.98, -53.81, 43.19], [-2.58, -56.55, 43.43], [-4.90, -57.54, 44.25], [-6.46, -55.29, 44.82], [-9.39, -50.40, 43.46], [-9.98, -49.15, 43.68], [-10.67, -49.03, 42.61], [-10.46, -50.11, 41.55], [-9.80, -50.97, 42.27], [-8.87, -51.02, 44.23], [-9.68, -48.33, 44.51], [-10.97, -48.06, 42.38], [-10.58, -50.12, 40.54], [-9.46, -52.02, 42.12], [-5.68, -48.26, 44.22], [-6.70, -47.51, 43.70], [-6.13, -46.84, 42.62], [-4.72, -47.31, 42.51], [-4.44, -48.15, 43.62], [-5.64, -49.19, 44.89], [-7.87, -47.39, 44.07], [-6.62, -46.30, 41.89], [-4.09, -46.94, 41.88], [-3.56, -48.56, 43.93]], "mulliken_charge": [-0.868, 0.282, -0.554, 0.569, 0.007, 1.272, -0.387, -0.572, -0.979, -1.003, -0.462, 0.478, 0.040, 0.335, 0.804, 1.642, -0.051, -1.244, -1.414, -0.360, -0.458, 0.070, 0.476, 0.721, 0.437, 1.715, -0.398, -0.991, -0.982, -0.833, -0.387, 0.126, 0.682, 0.408, 0.596, 1.014, -0.628, -0.720, -1.678, -0.527, -0.391, 0.245, 0.352, 0.956, 0.707, 2.821, -0.205, -1.211, -1.182, -0.788, -0.863, 0.199, 0.670, 0.160, 0.677, 1.728, -0.461, -1.409, -0.867, -0.716, -0.528, 0.775, 0.546, 0.206, 0.385, 1.215, -0.015, -1.772, -0.245, -0.811, -0.258, 0.372, 0.875, 0.185, 0.508, 2.125, -0.139, -0.807, -0.991, -0.868, -0.757, 0.017, 0.549, 0.464, 0.405, 1.900, -0.641, -0.106, -1.380, 0.011, -1.060, -0.280, 0.151, 1.017, -0.287, 2.002, -1.033, -1.392, -0.435, -0.778, -0.324, 0.908, 0.591, 0.213, 0.435, 1.661, -0.239, -1.007, -0.969, -0.441, -0.228, 0.115, 0.407, 0.530, 0.171, 1.169, 0.202, -0.906, -1.624, -0.462, -0.716, -0.109, 0.471, 0.785, 0.632]}

---

(2)
{"formula": "C48H62N5OPtS2Te", "method": "ωB97M-V/def2-TZVPD", "lumo_energy_ev": [-7.93, -7.98], "orbital_gap_ev": [3.58, 3.53], "homo_ev": [-11.5, -11.5], "s_squared": 0.76, "spin_multiplicity": 2, "molar_mass_g_mol": 1111.87, "total_charge": 2, "elements": ["Pt", "C", "C", "C", "C", "C", "C", "C", "C", "C", "C", "C", "C", "C", "C", "C", "C", "C", "H", "H", "H", "H", "H", "H", "H", "H", "H", "H", "H", "H", "H", "H", "H", "H", "H", "H", "H", "H", "H", "H", "H", "H", "H", "H", "H", "H", "H", "N", "C", "N", "C", "C", "S", "C", "C", "S", "C", "N", "N", "H", "H", "H", "H", "H", "H", "C", "C", "C", "C", "C", "C", "Te", "N", "C", "O", "C", "C", "C", "C", "C", "C", "C", "C", "C", "C", "C", "C", "C", "C", "C", "C", "C", "C", "H", "H", "H", "H", "H", "H", "H", "H", "H", "H", "H", "H", "H", "H", "H", "H", "H", "H", "H", "H", "H", "H", "H", "H", "H", "H", "H"], "coordinates": [[-0.49, 1.34, -1.96], [-1.45, 2.54, 1.22], [-0.44, 3.31, 0.71], [-0.68, 3.43, -0.85], [-1.84, 2.68, -1.07], [-2.35, 2.16, 0.21], [-3.65, 1.51, 0.42], [-3.61, 0.48, 1.55], [-4.57, 2.71, 0.83], [-4.19, 0.88, -0.86], [-0.20, 4.49, -1.85], [-1.15, 4.54, -3.06], [1.22, 4.22, -2.39], [-0.23, 5.90, -1.24], [0.56, 3.93, 1.66], [-0.02, 5.28, 2.16], [0.70, 3.07, 2.93], [1.95, 4.11, 1.06], [-1.55, 2.25, 2.25], [-2.54, 2.92, -1.87], [-3.27, 0.91, 2.50], [-2.96, -0.36, 1.30], [-4.61, 0.09, 1.72], [-4.26, 3.15, 1.77], [-5.58, 2.31, 0.94], [-4.60, 3.48, 0.06], [-3.45, 0.20, -1.30], [-4.46, 1.63, -1.61], [-5.09, 0.30, -0.63], [-1.21, 3.59, -3.59], [-0.79, 5.29, -3.76], [-2.16, 4.84, -2.76], [1.30, 3.22, -2.82], [1.98, 4.34, -1.62], [1.43, 4.94, -3.18], [-1.18, 6.12, -0.76], [-0.08, 6.62, -2.03], [0.57, 6.05, -0.52], [-1.01, 5.14, 2.61], [-0.10, 6.04, 1.40], [0.65, 5.65, 2.94], [-0.21, 3.08, 3.53], [1.48, 3.50, 3.55], [0.97, 2.03, 2.72], [2.01, 4.93, 0.34], [2.29, 3.19, 0.58], [2.66, 4.34, 1.86], [3.68, 1.76, -0.80], [3.02, 0.66, -1.26], [1.79, 0.67, -1.72], [1.43, -0.60, -2.13], [2.32, -1.59, -1.94], [3.74, -0.91, -1.23], [-0.85, -1.49, -2.60], [-0.77, -2.83, -2.42], [-2.37, -3.47, -2.31], [-3.00, -1.88, -2.56], [-2.10, -0.94, -2.69], [-4.34, -1.64, -2.59], [3.34, 2.64, -1.16], [4.67, 1.70, -0.67], [2.27, -2.62, -2.23], [0.09, -3.47, -2.38], [-4.98, -2.41, -2.65], [-4.64, -0.77, -2.98], [-1.10, -6.51, 6.59], [-1.01, -5.73, 5.31], [-1.42, -6.28, 4.10], [-1.33, -5.58, 2.90], [-1.81, -6.27, 1.65], [-0.82, -4.28, 2.92], [-0.65, -3.24, 1.09], [0.20, -0.55, -2.89], [0.65, -0.77, -4.37], [0.94, -1.89, -4.63], [0.77, 0.35, -5.32], [1.52, 0.08, -6.47], [1.69, 1.07, -7.42], [1.11, 2.32, -7.24], [0.35, 2.59, -6.11], [0.18, 1.60, -5.16], [1.41, -2.77, 1.28], [2.35, -3.76, 1.58], [2.00, -5.22, 1.71], [3.68, -3.38, 1.78], [4.10, -2.06, 1.68], [5.53, -1.67, 1.94], [3.15, -1.10, 1.35], [1.81, -1.44, 1.15], [0.85, -0.34, 0.82], [-0.42, -3.69, 4.12], [0.12, -2.29, 4.22], [-0.51, -4.44, 5.29], [-1.48, -7.51, 6.42], [-1.77, -6.01, 7.30], [-0.12, -6.59, 7.07], [-1.82, -7.29, 4.08], [-2.04, -7.31, 1.85], [-1.06, -6.22, 0.86], [-2.71, -5.80, 1.26], [1.96, -0.90, -6.60], [2.27, 0.86, -8.31], [1.25, 3.08, -7.99], [-0.12, 3.55, -5.99], [-0.44, 1.77, -4.28], [1.20, -5.50, 1.02], [1.66, -5.45, 2.72], [2.87, -5.84, 1.50], [4.41, -4.15, 2.01], [6.19, -2.53, 1.83], [5.65, -1.29, 2.95], [5.85, -0.89, 1.25], [3.45, -0.06, 1.24], [1.38, 0.60, 0.72], [0.08, -0.23, 1.59], [0.31, -0.51, -0.13], [-0.38, -1.62, 3.52], [1.19, -2.26, 3.99], [-0.01, -1.90, 5.23], [-0.19, -3.97, 6.22]], "lowdin_spin": [0.719, -0.002, 0.025, -0.022, 0.047, -0.003, -0.001, -0.001, -0.002, 0.002, -0.003, 0.003, -0.002, -0.002, 0.004, 0.003, 0.001, 0.000, 0.000, 0.012, 0.000, 0.000, 0.000, 0.000, 0.000, 0.000, 0.002, 0.000, 0.000, 0.002, 0.000, 0.000, 0.000, 0.000, 0.000, 0.000, 0.000, 0.000, 0.000, 0.000, 0.000, 0.000, 0.000, 0.000, 0.000, 0.000, 0.000, -0.001, 0.006, 0.069, 0.007, 0.000, 0.007, 0.009, 0.002, 0.006, 0.002, 0.036, -0.001, 0.000, 0.000, 0.000, 0.000, 0.000, 0.000, 0.000, 0.000, 0.000, 0.000, 0.000, 0.000, 0.000, 0.052, 0.002, 0.005, 0.000, 0.000, 0.000, 0.000, 0.000, 0.006, 0.000, 0.000, 0.000, 0.001, 0.000, 0.000, 0.000, 0.000, 0.001, 0.000, 0.000, 0.000, 0.000, 0.000, 0.000, 0.000, 0.000, 0.000, 0.000, 0.000, 0.000, 0.000, 0.000, 0.008, 0.000, 0.000, 0.000, 0.000, 0.000, 0.000, 0.000, 0.000, 0.000, 0.000, 0.001, 0.000, 0.000, 0.000, 0.000]}

---

What is the formula in the first record? C48H60N12O4P